Record 1
DFT (ωB97M-V/def2-TZVPD) results for C43H43Cl3FN3O6S2Ti as an isolated structure at a distorted geometry.

## Properties
Orbital gap (spin up / spin down) (hartree): 0.2360 / 0.2354
2S+1: 2
Energy relative to the best compared isomer or geometry (same formula, charge and spin) (kcal/mol): 5.98
Net charge: +1

Each line ends with the Mulliken charge.
CARTESIAN COORDINATES (ANGSTROEM)
Ti -0.23 -0.08 0.69  -0.01
C 2.23 -3.50 1.82  -1.74
C 1.08 -4.13 1.03  0.34
C -0.19 -4.11 1.89  -0.65
C 0.81 -3.69 -0.44  0.66
C 0.45 -4.78 -1.22  -0.53
C 0.20 -4.69 -2.58  -1.53
C 0.44 -3.48 -3.20  -0.69
C 0.83 -2.34 -2.49  0.78
C 1.18 -1.16 -3.43  0.06
C 2.51 -0.45 -3.17  -1.77
C 0.05 -0.14 -3.56  -0.76
C 0.90 -2.41 -1.07  -1.38
N 1.12 -1.19 -0.30  2.05
C 2.46 -0.84 -0.08  -0.49
C 3.56 -1.53 -0.61  -0.88
C 4.87 -1.11 -0.40  -0.89
C 5.15 0.02 0.36  -0.97
C 4.09 0.70 0.94  -0.73
C 2.81 0.26 0.70  0.41
F 1.80 0.97 1.33  0.52
H 2.40 -4.12 2.71  0.61
H 2.01 -2.49 2.15  -0.06
H 3.16 -3.49 1.25  0.32
H 1.35 -5.18 0.93  0.68
H -0.61 -3.11 1.94  -0.46
H 0.04 -4.44 2.91  0.43
H -0.95 -4.79 1.49  0.21
H 0.36 -5.76 -0.74  0.43
H -0.12 -5.56 -3.14  0.44
H 0.34 -3.41 -4.28  0.39
H 1.29 -1.62 -4.41  0.71
H 2.46 0.24 -2.33  0.18
H 2.77 0.13 -4.06  0.59
H 3.32 -1.16 -2.99  0.41
H -0.23 0.23 -2.59  -0.39
H -0.82 -0.59 -4.03  0.36
H 0.38 0.70 -4.18  0.63
H 3.38 -2.42 -1.20  0.79
H 5.68 -1.68 -0.85  0.47
H 6.17 0.35 0.53  0.44
H 4.24 1.57 1.57  0.53
O -1.85 0.27 -0.64  -0.36
S -3.35 0.45 -0.59  0.43
C -3.70 1.96 -1.58  -1.09
C -2.45 2.54 -2.22  -0.75
C -1.60 3.40 -1.28  0.20
C -0.26 3.77 -1.93  -1.25
S 1.07 2.60 -1.42  0.22
O 0.35 1.56 -0.61  0.21
C 1.90 3.67 -0.26  0.61
C 3.07 4.30 -0.66  -0.53
C 3.69 5.17 0.22  -0.77
C 3.14 5.41 1.48  -0.59
C 1.97 4.75 1.87  -0.77
C 1.35 3.87 0.99  0.04
C -4.00 -0.75 -1.75  0.34
C -5.33 -0.68 -2.14  -0.56
C -5.82 -1.61 -3.04  -0.74
C -4.98 -2.61 -3.54  -0.58
C -3.66 -2.68 -3.11  -0.99
C -3.16 -1.75 -2.21  0.02
H -4.18 2.67 -0.90  0.53
H -4.42 1.66 -2.34  0.71
H -2.76 3.15 -3.07  0.67
H -1.85 1.72 -2.62  -0.12
H -1.41 2.85 -0.36  -0.44
H -2.14 4.31 -1.02  0.63
H 0.08 4.76 -1.64  0.49
H -0.30 3.71 -3.02  0.66
H 3.50 4.10 -1.64  0.45
H 4.61 5.67 -0.07  0.42
H 3.62 6.11 2.15  0.44
H 1.54 4.93 2.85  0.49
H 0.45 3.33 1.28  0.05
H -5.99 0.09 -1.74  0.52
H -6.85 -1.57 -3.36  0.44
H -5.36 -3.33 -4.25  0.43
H -3.00 -3.46 -3.48  0.53
H -2.13 -1.80 -1.87  0.32
O 0.37 -0.88 2.28  -0.04
C 0.51 -0.40 3.42  -0.22
C 0.05 0.87 3.83  0.73
C 0.40 1.36 5.10  -0.47
C -0.01 2.59 5.48  -0.70
C -0.83 3.38 4.65  -0.55
C -1.20 2.93 3.42  -0.81
C -0.74 1.67 2.94  0.26
O -1.01 1.28 1.76  0.61
N 0.43 3.12 6.79  1.05
O 1.15 2.42 7.48  -0.61
O 0.05 4.24 7.09  -0.62
H 1.05 -1.01 4.15  0.35
H 1.02 0.76 5.77  0.63
H -1.16 4.35 5.01  0.55
H -1.84 3.52 2.78  0.49
Cl -3.67 -4.05 3.08  -0.07
C -3.73 -3.37 1.45  0.82
Cl -3.30 -4.58 0.26  -0.05
Cl -5.34 -2.75 1.12  -0.08
C -2.74 -2.27 1.40  -0.35
N -1.98 -1.43 1.35  0.22

---

Record 2
DFT (ωB97M-V/def2-TZVPD) results for a 2-piece molecular cluster, C6H13O overall.

## Properties
Orbital gap (hartree): 0.2415
Energy relative to the best compared isomer or geometry (same formula, charge and spin) (kcal/mol): 10.30
Net charge: -1

Each line ends with the Mulliken charge.
CARTESIAN COORDINATES (ANGSTROEM)
C -0.41 1.03 1.51  -0.91
C -0.05 -0.33 2.03  0.77
C 0.08 -0.57 3.34  -0.96
C 0.21 -1.37 0.99  -0.98
H 0.24 1.24 0.64  0.18
H -0.35 1.79 2.29  0.35
H -1.43 0.99 1.11  0.20
H 0.39 -1.55 3.71  0.28
H -0.11 0.19 4.08  0.27
H 0.79 -2.20 1.40  0.34
H 0.75 -0.91 0.12  0.27
H -0.73 -1.76 0.59  0.20
C 0.25 0.96 -2.20  -0.23
O 1.08 0.46 -1.25  -0.90
C -0.11 -0.08 -3.27  -1.10
H 0.69 1.84 -2.73  0.20
H -0.72 1.31 -1.76  0.19
H -0.71 0.35 -4.08  0.35
H -0.67 -0.90 -2.82  0.27
H 0.81 -0.50 -3.69  0.24

---

Record 3
DFT (ωB97M-V/def2-TZVPD) results for a 7-piece molecular cluster, CH12O12P overall at a distorted geometry.

## Properties
Orbital gap (hartree): 0.0893
Net charge: -3

Each line ends with the Mulliken charge.
CARTESIAN COORDINATES (ANGSTROEM)
O 1.38 3.54 -7.27  -0.25
H 1.61 3.95 -6.43  0.27
H 1.10 2.62 -7.18  0.37
H 0.75 4.02 -7.81  0.45
O 0.50 7.06 -5.58  -0.20
H 0.52 7.54 -4.75  0.74
H 0.89 6.20 -5.40  0.42
H -0.43 6.98 -5.80  0.09
C 1.20 4.14 -4.26  0.91
O 2.02 4.73 -4.97  -1.05
O 1.57 3.56 -3.25  -0.90
O 0.08 3.92 -4.72  -0.81
P -1.74 5.52 -7.72  0.70
O -0.32 5.00 -8.21  -0.86
O -2.76 4.40 -7.35  -0.87
O -2.16 6.28 -8.99  -1.03
O -1.54 6.77 -6.82  -0.91
O 3.37 7.12 -4.37  -0.66
H 4.17 7.05 -4.91  0.25
H 2.99 6.24 -4.40  0.37
O 0.30 8.46 -3.45  -0.58
H -0.62 8.70 -3.39  0.28
H 0.77 9.13 -2.96  0.23
O -1.75 6.36 -4.16  -0.70
H -1.44 5.46 -4.29  0.29
H -1.93 6.68 -5.04  0.46

---

Record 4
DFT (ωB97M-V/def2-TZVPD) results for a 2-piece molecular cluster, C2H6O2 overall at a distorted geometry.

## Properties
Orbital gap (hartree): 0.3891
Energy relative to the best compared isomer or geometry (same formula, charge and spin) (kcal/mol): 44.60
SMILES: C=O.CO

Each line ends with the Mulliken charge.
CARTESIAN COORDINATES (ANGSTROEM)
C -2.40 0.01 0.05  -0.01
O -1.76 -0.98 -0.30  -0.49
H -1.71 0.84 0.11  0.21
H -3.52 0.15 -0.07  0.24
C 1.89 0.10 0.10  -0.63
O 0.46 0.17 0.13  -0.46
H 2.37 -0.49 0.87  0.27
H 2.37 1.07 0.27  0.24
H 2.26 -0.19 -0.87  0.26
H 0.04 -0.68 -0.29  0.37

---

Record 5
DFT (ωB97M-V/def2-TZVPD) results for an isolated molecule of C19H25ClF3N3O.

## Properties
Orbital gap (hartree): 0.3092
Energy relative to the best compared isomer or geometry (same formula, charge and spin) (kcal/mol): 3.83
SMILES: O=C(CCC(F)(F)F)N1CCC[C@H](N2CCN(c3cccc(Cl)c3)CC2)C1

Each line ends with the Mulliken charge.
CARTESIAN COORDINATES (ANGSTROEM)
O 1.72 1.51 0.55  -0.67
C 1.77 0.98 1.65  0.75
C 2.35 1.75 2.84  -0.44
C 2.05 3.24 2.66  -0.85
C 0.64 3.54 3.10  0.77
F 0.28 4.81 2.86  -0.31
F -0.29 2.76 2.52  -0.21
F 0.48 3.35 4.43  -0.30
N 1.36 -0.29 1.84  0.23
C 1.24 -0.99 3.10  -1.10
C -0.22 -0.96 3.58  -0.38
C -1.12 -1.57 2.51  -1.05
C -0.90 -0.85 1.17  -0.04
N -1.72 -1.29 0.06  1.12
C -1.78 -2.71 -0.22  -0.74
C -2.40 -2.89 -1.63  -1.06
N -2.43 -1.62 -2.32  -0.08
C -1.19 -1.13 -2.76  1.01
C -0.71 0.14 -2.46  -0.47
C 0.51 0.58 -2.95  -0.49
C 1.28 -0.23 -3.77  -0.66
C 0.79 -1.48 -4.09  0.09
Cl 1.71 -2.52 -5.13  -0.24
C -0.43 -1.94 -3.61  -0.61
C -3.33 -0.72 -1.63  -0.92
C -3.00 -0.66 -0.12  -0.71
C 0.59 -0.93 0.80  -1.33
H 1.95 1.41 3.79  0.37
H 3.43 1.59 2.83  0.24
H 2.72 3.87 3.24  0.39
H 2.14 3.49 1.60  0.35
H 1.91 -0.57 3.86  0.48
H 1.54 -2.03 2.93  0.41
H -0.31 -1.51 4.51  0.44
H -0.52 0.08 3.75  0.24
H -2.17 -1.49 2.81  0.33
H -0.88 -2.63 2.40  0.33
H -1.12 0.21 1.31  0.13
H -0.77 -3.11 -0.20  0.41
H -2.39 -3.26 0.52  0.48
H -3.43 -3.24 -1.56  0.32
H -1.83 -3.62 -2.20  0.33
H -1.25 0.80 -1.80  0.15
H 0.87 1.55 -2.67  0.35
H 2.23 0.10 -4.15  0.43
H -0.78 -2.91 -3.90  0.48
H -4.35 -1.11 -1.78  0.38
H -3.28 0.26 -2.10  0.43
H -2.94 0.38 0.22  0.35
H -3.79 -1.16 0.46  0.36
H 0.77 -0.41 -0.14  0.17
H 0.92 -1.97 0.70  0.30

---

Record 6
DFT (ωB97M-V/def2-TZVPD) results for a 2-piece molecular cluster, CClNS2 overall at a distorted geometry.

## Properties
Orbital gap (spin up / spin down) (hartree): 0.2198 / 0.2194
Energy relative to the best compared isomer or geometry (same formula, charge and spin) (kcal/mol): 50.60

Each line ends with the Mulliken charge.
CARTESIAN COORDINATES (ANGSTROEM)
C 0.12 0.39 1.63  0.35
N -0.62 0.95 2.32  -0.32
S 1.20 -0.39 0.69  -0.16
S -0.85 -0.59 -1.51  0.13
Cl 0.14 -0.36 -3.14  0.00

---

Record 7
DFT (ωB97M-V/def2-TZVPD) results for a 2-piece molecular cluster, C31H25N2O6S overall at a distorted geometry.

## Properties
Orbital gap (hartree): 0.2118
Energy relative to the best compared isomer or geometry (same formula, charge and spin) (kcal/mol): 25.81
Net charge: -1

Each line ends with the Mulliken charge.
CARTESIAN COORDINATES (ANGSTROEM)
O -3.03 3.60 1.14  -0.73
C -2.01 4.29 1.01  0.59
O -1.32 5.06 1.71  -0.73
C -1.35 4.11 -0.42  -0.26
C -0.64 5.39 -0.93  -0.90
C 0.79 5.12 -0.64  0.50
C 0.95 3.80 -0.17  0.41
C 2.19 3.31 0.22  -0.75
C 3.31 4.14 0.03  -0.72
C 3.16 5.45 -0.45  -0.46
C 1.90 5.95 -0.79  -0.71
N -0.29 3.17 -0.11  0.12
C -0.59 1.89 0.22  -1.02
C 0.31 0.82 0.17  -0.20
C 0.12 -0.39 0.90  -1.12
C 1.30 -1.04 1.51  0.47
C 1.31 -1.44 2.87  -0.02
C 2.46 -1.98 3.44  -0.62
C 3.63 -2.14 2.68  -0.35
C 3.65 -1.70 1.34  -0.92
C 2.50 -1.13 0.78  0.08
H -2.10 3.72 -1.11  0.37
H -0.81 5.47 -2.02  0.27
H -1.02 6.31 -0.47  0.36
H 2.25 2.32 0.66  0.68
H 4.30 3.74 0.25  0.40
H 4.05 6.08 -0.57  0.33
H 1.77 6.96 -1.17  0.40
H -1.64 1.73 0.50  0.62
H 1.21 0.92 -0.45  0.81
H -0.82 -0.51 1.45  0.77
H 0.42 -1.26 3.48  0.41
H 2.46 -2.31 4.49  0.36
H 4.52 -2.62 3.10  0.40
H 4.55 -1.83 0.73  0.34
H 2.55 -0.71 -0.24  0.33
C 2.53 -5.95 -0.54  -0.52
C 1.42 -6.11 -1.38  -0.43
C 0.24 -5.39 -1.15  -0.31
C 0.18 -4.48 -0.07  0.08
S -1.28 -3.48 0.40  1.40
C -1.02 -1.79 -0.18  -0.64
C -2.22 -1.22 -0.82  0.69
C -2.05 -0.23 -1.85  -0.47
C -3.10 0.55 -2.31  -0.28
C -4.41 0.30 -1.83  -0.22
N -5.48 1.22 -2.10  0.95
O -6.60 0.98 -1.59  -0.61
O -5.25 2.23 -2.81  -0.61
C -4.64 -0.75 -0.92  -0.71
C -3.57 -1.52 -0.47  -0.47
O -2.27 -4.20 -0.37  -0.72
O -1.34 -3.43 1.85  -0.67
C 1.25 -4.42 0.82  -0.55
C 2.44 -5.10 0.57  -0.54
H 3.46 -6.49 -0.73  0.36
H 1.49 -6.80 -2.23  0.35
H -0.62 -5.55 -1.80  0.43
H -0.20 -1.93 -0.95  0.47
H -1.05 -0.07 -2.26  0.32
H -2.94 1.38 -2.99  0.41
H -5.65 -0.91 -0.57  0.45
H -3.81 -2.33 0.18  0.41
H 1.13 -3.82 1.72  0.47
H 3.28 -4.96 1.25  0.41

---

Record 8
DFT (ωB97M-V/def2-TZVPD) results for an isolated molecule of C16H13F3N2O2S2 at a distorted geometry.

## Properties
Orbital gap (hartree): 0.3188
Energy relative to the best compared isomer or geometry (same formula, charge and spin) (kcal/mol): 39.40
SMILES: Cc1nc(C(F)(F)F)sc1CSc1ccc2c(ccn2CC(=O)O)c1

Each line ends with the Mulliken charge.
CARTESIAN COORDINATES (ANGSTROEM)
C 4.94 1.93 2.07  -1.01
C 3.94 1.01 2.70  -0.28
N 4.13 0.79 4.10  -0.46
C 3.18 -0.05 4.58  0.11
C 3.33 -0.42 6.06  0.87
F 3.19 -1.72 6.05  -0.24
F 2.40 0.13 6.90  -0.23
F 4.61 -0.25 6.60  -0.25
S 2.09 -0.63 3.33  -0.10
C 2.86 0.37 2.11  0.79
C 2.26 0.45 0.73  -0.70
S 1.90 -1.14 -0.12  -0.10
C 0.37 -0.79 -0.94  0.19
C 0.23 -0.40 -2.26  -0.87
C -1.05 -0.08 -2.79  -0.22
C -2.25 -0.30 -2.08  0.18
C -2.09 -0.92 -0.88  0.93
C -3.43 -1.22 -0.38  -1.12
C -4.33 -0.70 -1.28  -0.23
N -3.58 -0.10 -2.33  0.10
C -4.29 0.54 -3.46  -0.81
C -4.55 -0.27 -4.65  0.69
O -5.57 -0.94 -4.69  -0.58
O -3.87 -0.06 -5.73  -0.41
C -0.80 -1.21 -0.24  -0.82
H 4.85 2.87 2.65  0.29
H 4.64 2.11 0.97  0.26
H 5.94 1.47 2.04  0.28
H 1.30 0.87 1.03  0.35
H 2.83 1.02 0.04  0.32
H 1.06 -0.14 -2.88  0.45
H -1.03 0.19 -3.86  0.35
H -3.68 -1.80 0.55  0.36
H -5.47 -0.71 -1.25  0.33
H -5.17 0.95 -3.06  0.40
H -3.73 1.42 -3.87  0.36
H -4.30 -0.54 -6.43  0.34
H -0.88 -1.74 0.66  0.49

---

Record 9
DFT (ωB97M-V/def2-TZVPD) results for C24H72CaN6O10P as an isolated structure at a distorted geometry.

## Properties
Orbital gap (hartree): 0.1062
Energy relative to the best compared isomer or geometry (same formula, charge and spin) (kcal/mol): 150.22
Net charge: +5

Each line ends with the Mulliken charge.
CARTESIAN COORDINATES (ANGSTROEM)
Ca 18.00 8.35 -19.41  1.43
P 19.00 11.93 -20.00  0.79
O 19.89 10.71 -19.88  -0.71
O 19.21 12.63 -21.45  -0.85
O 19.34 12.98 -18.82  -0.82
O 17.61 11.31 -19.84  -0.78
C 22.15 11.19 -14.90  -1.39
C 23.46 11.79 -15.59  0.20
C 24.72 11.05 -15.26  -0.69
O 24.65 9.72 -15.71  -0.33
C 25.88 9.05 -15.46  -0.78
N 23.12 11.79 -17.06  -0.23
H 23.88 12.20 -17.58  0.37
H 23.03 10.84 -17.39  0.31
H 22.18 12.13 -17.22  0.25
H 21.32 11.86 -15.08  0.48
H 22.31 11.17 -13.82  0.40
H 21.90 10.14 -15.07  0.35
H 23.64 12.84 -15.38  0.30
H 24.66 11.00 -14.18  0.38
H 25.58 11.55 -15.69  0.45
H 25.65 7.98 -15.44  0.25
H 26.28 9.30 -14.48  0.35
H 26.55 9.23 -16.30  0.30
C 22.45 16.75 -22.40  -1.40
C 22.31 16.64 -20.93  0.14
C 22.90 17.83 -20.23  -0.77
O 22.60 17.82 -18.81  -0.30
C 23.22 18.74 -17.95  -0.73
N 20.82 16.64 -20.68  -0.25
H 20.46 16.17 -19.86  0.31
H 20.47 17.56 -20.92  0.36
H 20.50 16.00 -21.39  0.32
H 21.92 16.00 -22.98  0.49
H 23.51 16.55 -22.55  0.37
H 22.27 17.74 -22.81  0.39
H 22.56 15.67 -20.51  0.33
H 22.57 18.74 -20.73  0.44
H 23.99 17.86 -20.35  0.44
H 24.30 18.58 -17.88  0.31
H 22.82 18.64 -16.94  0.23
H 23.04 19.74 -18.35  0.32
C 7.50 5.60 -19.05  -1.43
C 8.23 6.86 -19.42  0.20
C 9.76 6.69 -19.65  -0.67
O 10.43 7.81 -20.18  -0.35
C 11.88 7.65 -19.89  -0.78
N 7.78 7.37 -20.78  -0.29
H 8.26 8.15 -21.21  0.31
H 7.69 6.57 -21.39  0.34
H 6.81 7.61 -20.68  0.37
H 7.82 4.69 -19.55  0.39
H 6.44 5.72 -19.25  0.43
H 7.66 5.34 -18.00  0.39
H 7.96 7.68 -18.75  0.32
H 9.86 5.78 -20.25  0.39
H 10.06 6.33 -18.67  0.43
H 12.39 8.60 -19.96  0.30
H 12.46 7.09 -20.63  0.32
H 12.17 7.34 -18.88  0.33
C 16.65 14.49 -14.27  -1.50
C 15.53 13.94 -15.11  0.16
C 14.58 14.93 -15.85  -0.60
O 13.74 14.39 -16.88  -0.34
C 12.55 13.88 -16.52  -0.69
N 16.15 12.95 -16.11  -0.18
H 16.81 13.34 -16.77  0.25
H 16.59 12.18 -15.63  0.38
H 15.38 12.73 -16.72  0.33
H 16.13 14.99 -13.45  0.40
H 17.17 15.29 -14.80  0.36
H 17.35 13.74 -13.91  0.44
H 14.95 13.27 -14.48  0.33
H 15.31 15.64 -16.26  0.37
H 13.97 15.40 -15.09  0.41
H 11.94 14.71 -16.17  0.32
H 12.62 13.31 -15.60  0.34
H 12.20 13.29 -17.37  0.22
C 14.73 14.39 -22.40  -1.43
C 14.46 13.35 -23.45  0.43
C 14.21 13.93 -24.89  -0.82
O 14.17 12.84 -25.88  -0.34
C 14.25 13.25 -27.22  -0.71
N 15.62 12.29 -23.47  -0.29
H 15.74 11.83 -22.58  0.30
H 15.60 11.66 -24.27  0.38
H 16.54 12.70 -23.55  0.33
H 14.55 14.09 -21.37  0.43
H 13.93 15.11 -22.56  0.39
H 15.66 14.95 -22.39  0.36
H 13.57 12.79 -23.18  0.21
H 15.13 14.45 -25.15  0.39
H 13.34 14.59 -24.96  0.45
H 13.34 13.83 -27.40  0.32
H 14.21 12.32 -27.79  0.24
H 15.13 13.82 -27.49  0.32
C 23.23 10.54 -23.86  -1.38
C 23.16 9.06 -23.35  0.22
C 24.05 8.83 -22.13  -0.74
O 24.07 7.41 -21.91  -0.35
C 24.71 7.07 -20.66  -0.71
N 21.75 8.73 -22.93  -0.22
H 21.01 8.84 -23.61  0.36
H 21.54 7.89 -22.41  0.35
H 21.58 9.44 -22.24  0.27
H 24.27 10.88 -23.92  0.40
H 22.81 11.22 -23.12  0.42
H 22.70 10.69 -24.79  0.39
H 23.58 8.47 -24.17  0.27
H 23.66 9.32 -21.24  0.36
H 25.05 9.21 -22.31  0.47
H 24.03 7.39 -19.87  0.26
H 25.66 7.59 -20.51  0.32
H 24.81 6.00 -20.54  0.30

---

Record 10
DFT (ωB97M-V/def2-TZVPD) results for an isolated ion of composition C5H6N3O2 and charge -1 at a distorted geometry.

## Properties
Orbital gap (hartree): 0.2868
Energy relative to the best compared isomer or geometry (same formula, charge and spin) (kcal/mol): 38.86
SMILES: Cc1cc(N)n(C(=O)[O-])n1
Net charge: -1

Each line ends with the Mulliken charge.
CARTESIAN COORDINATES (ANGSTROEM)
C 2.38 -1.41 -0.11  -0.97
C 1.03 -0.88 -0.03  1.02
C 0.88 0.58 0.09  -0.86
C -0.42 0.86 0.02  0.23
N -0.99 2.07 -0.15  -0.46
N -1.24 -0.22 -0.10  0.06
C -2.71 -0.29 0.09  0.57
O -3.28 0.83 0.06  -0.78
O -3.16 -1.39 0.32  -0.67
N -0.05 -1.52 -0.18  -0.73
H 2.93 -0.68 -0.72  0.24
H 2.93 -1.56 0.94  0.20
H 2.59 -2.51 -0.45  0.29
H 1.70 1.24 0.05  0.31
H -0.58 2.88 0.21  0.20
H -2.01 2.02 -0.06  0.35